1.
A structure of composition C21H43K2O16. Source: the OMol25 dataset; level of theory: ωB97M-V/def2-TZVPD.

As for the gap between HOMO and LUMO: 0.2650 Eh. The calculation puts the LUMO energy at -3.2 eV. The value obtained for the relative energy (zero: lowest compared OMol25 entry of this formula, charge and spin) is 0.0 kcal/mol. The calculation puts the HOMO energy at -10.36 eV. Its total charge is +1. For the total energy, the calculation gives -87881.36303 eV.

```
82
Properties=species:S:1:pos:R:3:forces:R:3:mulliken_charge:R:1
K -5.906 -5.309 -16.353 0.030 0.484 -0.533 0.9925
K -2.059 -6.549 -18.780 -0.292 0.832 -0.147 0.9946
C -5.239 -4.359 -19.533 0.207 -0.509 -0.284 0.3581
O -4.349 -4.870 -18.611 0.399 -0.834 0.744 -0.9420
H -6.028 -5.080 -19.841 -0.081 0.142 0.171 -0.2243
H -5.749 -3.454 -19.160 -0.089 0.140 -0.221 -0.0944
H -4.743 -4.121 -20.497 -0.121 0.328 0.089 -0.1209
C -3.804 1.660 -13.921 -0.191 -0.209 0.035 -1.2015
C -2.647 0.855 -14.461 -0.199 0.004 -0.065 -0.2081
O -3.220 -0.280 -15.156 -0.286 -0.032 0.107 -0.2302
C -2.346 -1.067 -15.767 -0.316 0.078 -0.201 0.5854
O -1.178 -0.855 -15.882 0.750 0.007 0.009 -0.5626
O -3.008 -2.122 -16.260 -0.371 -0.207 0.136 -0.2280
C -2.242 -3.077 -16.999 0.361 0.083 0.348 -0.4482
H -4.415 1.054 -13.250 0.085 0.030 0.060 0.2960
H -4.454 1.992 -14.730 0.091 0.095 -0.037 0.2940
H -3.444 2.530 -13.374 0.032 0.012 -0.020 0.3942
H -2.009 0.457 -13.673 0.100 0.152 0.014 0.2967
H -2.051 1.433 -15.164 0.102 -0.068 0.035 0.3168
H -2.462 -2.966 -18.054 0.088 0.002 -0.057 0.0725
H -2.563 -4.068 -16.686 -0.172 0.024 0.004 0.0564
H -1.187 -2.949 -16.761 0.000 0.031 -0.274 0.4537
C -2.642 -2.293 -22.065 0.345 0.356 0.238 -1.0475
C -1.987 -3.339 -21.199 -0.284 -0.034 0.148 0.8748
O -0.562 -3.251 -21.411 -0.049 -0.034 -0.082 -0.3364
C 0.226 -3.813 -20.504 -0.118 0.253 -0.023 0.7524
O -0.151 -4.378 -19.501 -0.285 -0.395 0.057 -0.5248
O 1.505 -3.669 -20.781 0.247 -0.402 0.372 -0.3322
C 1.926 -3.230 -22.066 -0.016 0.220 -0.856 -0.6430
H -2.315 -2.376 -23.099 -0.234 -0.131 -0.091 0.3891
H -2.352 -1.299 -21.715 0.003 -0.040 -0.017 0.3417
H -3.722 -2.361 -21.969 -0.031 -0.120 -0.179 0.1268
H -2.326 -4.347 -21.456 0.117 0.013 -0.065 0.1464
H -2.211 -3.176 -20.146 0.076 -0.034 -0.041 -0.4410
H 2.986 -3.444 -22.152 0.037 0.005 0.270 0.2741
H 1.756 -2.163 -22.206 -0.037 -0.006 0.145 0.2749
H 1.412 -3.769 -22.865 -0.058 0.012 0.175 0.3015
C -7.444 -7.846 -19.962 -0.264 0.551 -0.025 -0.6616
C -8.555 -8.801 -20.345 0.599 -0.237 -0.091 -0.4414
O -9.751 -8.078 -20.649 -0.156 -0.106 0.072 -0.3610
C -10.485 -7.726 -19.593 -0.006 0.132 -0.469 0.8648
O -10.231 -7.963 -18.447 0.149 -0.120 0.576 -0.5841
O -11.543 -7.049 -20.028 0.050 -0.092 -0.339 -0.3375
C -12.459 -6.669 -19.014 -0.391 0.327 0.574 -0.5523
H -7.399 -7.033 -20.692 0.112 -0.130 -0.055 0.0994
H -6.470 -8.330 -19.920 -0.019 -0.123 0.033 0.4295
H -7.672 -7.377 -19.002 0.096 -0.129 0.071 0.1496
H -8.720 -9.540 -19.562 -0.238 0.095 0.027 0.3231
H -8.296 -9.337 -21.257 -0.143 0.092 -0.056 0.3524
H -12.001 -5.963 -18.317 0.060 -0.111 -0.021 0.2020
H -12.818 -7.530 -18.453 0.099 -0.054 -0.033 0.3028
H -13.301 -6.180 -19.493 0.082 -0.056 -0.230 0.2438
C -7.093 -6.735 -27.554 0.148 -0.467 0.335 -1.1245
C -7.402 -5.263 -27.408 -0.061 -0.096 -0.249 -0.1699
O -6.539 -4.673 -26.421 0.082 0.080 0.001 -0.3575
C -7.105 -4.301 -25.280 -0.024 -0.134 -0.199 0.7717
O -8.259 -4.439 -24.971 -0.067 0.006 0.145 -0.5639
O -6.160 -3.741 -24.525 0.270 0.006 0.320 -0.3314
C -6.619 -3.328 -23.242 -0.443 0.468 0.156 -0.4757
H -6.027 -6.948 -27.457 0.048 0.284 -0.186 0.3006
H -7.416 -7.119 -28.521 -0.120 0.056 0.029 0.3656
H -7.569 -7.324 -26.765 -0.138 0.097 -0.102 0.2870
H -8.436 -5.102 -27.116 -0.010 0.029 -0.028 0.2981
H -7.208 -4.721 -28.332 0.083 0.014 0.018 0.3157
H -6.880 -4.174 -22.608 0.014 -0.114 -0.086 0.1074
H -7.494 -2.686 -23.358 -0.045 -0.112 0.070 0.3650
H -5.841 -2.740 -22.767 0.249 -0.125 -0.181 0.2056
C -9.142 -4.356 -19.071 0.110 0.291 -0.245 -0.4000
C -9.775 -3.274 -18.220 -0.646 -0.894 0.540 -0.5893
O -8.967 -2.113 -18.079 0.096 0.393 -0.267 -0.3924
C -7.889 -2.217 -17.329 0.100 0.438 0.116 0.7589
O -7.592 -3.167 -16.638 0.228 -0.759 0.093 -0.5941
O -7.194 -1.098 -17.412 -0.197 0.010 -0.106 -0.4044
C -5.883 -1.111 -16.835 0.120 0.441 0.205 -0.4116
H -8.607 -3.907 -19.912 -0.113 -0.003 -0.039 0.1871
H -9.932 -4.987 -19.477 0.104 -0.125 0.028 0.3414
H -8.423 -4.957 -18.521 -0.050 -0.094 0.085 0.0423
H -10.035 -3.658 -17.228 0.217 0.013 -0.006 0.3082
H -10.724 -2.962 -18.646 0.195 0.414 -0.235 0.3881
H -5.611 -0.070 -16.677 -0.015 -0.023 -0.231 0.2313
H -5.199 -1.578 -17.539 0.090 -0.116 0.140 0.2034
H -5.857 -1.582 -15.856 -0.101 -0.262 -0.121 0.3000
```
Positions in Å, forces in eV/Å.


2.
A structure of composition C4H8Br2N. Source: the OMol25 dataset; level of theory: ωB97M-V/def2-TZVPD.

As for the gap between HOMO and LUMO (alpha / beta): 0.2815 / 0.1737 Eh. The calculation puts the LUMO energy (alpha / beta) at -5.6 / -7.2 eV. The value obtained for the relative energy (zero: lowest compared OMol25 entry of this formula, charge and spin) is 113.7 kcal/mol. The calculation puts the HOMO energy (alpha / beta) at -13.23 / -11.96 eV. Its total charge is +1. For the total energy, the calculation gives -145839.88483 eV.

```
15
Properties=species:S:1:pos:R:3:forces:R:3:mulliken_charge:R:1
C 0.969 -0.397 0.110 -0.436 0.382 0.202 0.1472
C -0.994 -1.968 0.061 -0.353 1.356 -3.553 -0.8820
C -1.160 0.401 0.482 -1.235 -0.509 4.807 -0.9462
C 3.900 1.996 -0.651 1.099 -3.907 -3.767 -0.3910
N -0.274 -0.697 0.232 0.103 0.422 -1.635 0.1033
Br 2.252 -1.692 -0.094 0.163 -0.781 -0.122 -0.0124
Br 4.441 0.502 0.192 0.150 0.942 -0.564 0.2153
H -1.127 -2.275 0.999 -1.101 -1.717 3.734 0.4625
H -0.266 -2.580 -0.403 0.092 -1.131 -0.731 0.2792
H -2.015 -1.888 -0.517 2.353 0.077 1.059 0.2963
H -0.943 1.252 -0.016 1.280 2.595 -1.746 0.3844
H -0.993 0.652 1.655 -1.133 -0.484 -2.674 0.2928
H -2.189 0.161 0.197 0.242 -0.191 0.611 0.3373
H 3.481 2.716 -0.116 -1.629 3.076 2.413 0.4019
H 3.848 2.023 -1.797 0.406 -0.130 1.968 0.3115
```
Positions in Å, forces in eV/Å.


3.
A cluster of 2 separate species, C18H17BNO5 in total. Source: the OMol25 dataset; level of theory: ωB97M-V/def2-TZVPD.

As for the gap between HOMO and LUMO: 0.2408 Eh. The calculation puts the LUMO energy at -5.0 eV. The calculation puts the HOMO energy at -11.56 eV. Its total charge is +1. For the total energy, the calculation gives -31342.43194 eV.

```
42
Properties=species:S:1:pos:R:3:forces:R:3:mulliken_charge:R:1
O 1.712 -4.083 0.142 1.713 1.852 0.119 -0.4442
B 2.435 -2.951 0.558 -1.342 -2.000 0.204 0.4729
O 3.086 -3.014 1.801 -0.055 1.209 -1.531 -0.5883
O 2.471 -1.839 -0.321 1.579 -0.843 2.490 -0.1892
C 3.251 -0.782 0.171 -0.924 3.536 -1.642 -0.2406
C 3.369 0.206 -1.038 1.823 -1.737 -1.248 -0.4758
C 4.644 -0.440 -1.737 0.234 -0.280 0.623 -0.6514
C 5.509 -0.845 -0.522 -2.075 1.014 -1.675 -0.1279
N 4.679 -1.019 0.452 1.865 -0.816 0.491 0.0407
H 1.765 -4.052 -0.819 -0.711 -0.379 -0.295 0.2887
H 3.768 -3.685 1.720 -0.092 -0.585 0.516 0.3305
H 2.864 -0.162 0.997 -0.305 -1.208 0.210 0.5151
H 3.645 1.243 -0.805 -0.644 -0.332 0.151 0.4338
H 2.567 0.046 -1.775 -0.122 0.644 0.802 0.2387
H 4.360 -1.429 -2.163 0.114 0.567 -0.089 0.2455
H 5.104 0.169 -2.526 0.118 -0.283 0.497 0.4613
H 6.602 -0.935 -0.521 -0.503 -0.190 0.525 0.4367
H 5.019 -1.271 1.377 -0.365 -0.190 0.056 0.3189
C -4.123 3.769 2.394 0.024 -0.083 -0.079 -0.5039
C -5.250 3.471 1.632 0.112 -0.085 -0.025 -0.4916
C -5.202 2.460 0.684 -0.071 0.127 0.096 -0.5253
C -4.022 1.748 0.486 0.057 0.152 0.136 0.1461
C -2.885 2.063 1.234 -0.135 0.059 0.013 0.0777
C -2.943 3.068 2.196 -0.114 0.119 0.051 -0.5168
C -1.609 1.348 1.002 0.386 0.279 0.449 0.5376
O -0.614 1.614 1.653 -0.036 -0.087 -0.139 -0.6990
C -1.560 0.302 -0.049 -0.027 -0.118 -0.154 -0.1160
C -0.355 -0.339 -0.317 0.120 -0.243 -0.218 -0.1196
C -0.293 -1.328 -1.286 -0.374 0.107 -0.060 0.0596
C -1.440 -1.688 -1.989 -0.097 0.143 0.097 -1.0293
C -2.644 -1.049 -1.730 0.167 -0.125 -0.077 -0.6146
C -2.704 -0.045 -0.765 0.278 -0.163 -0.068 0.2154
C -3.989 0.657 -0.518 -0.666 -0.048 -0.261 0.6207
O -4.989 0.346 -1.132 0.172 -0.004 0.038 -0.6479
H -4.165 4.553 3.139 0.003 -0.023 -0.019 0.4042
H -6.166 4.028 1.779 0.020 -0.023 0.000 0.4085
H -6.081 2.227 0.097 0.097 -0.111 -0.038 0.4769
H -2.068 3.305 2.786 0.046 -0.095 -0.092 0.4604
H 0.536 -0.062 0.230 -0.146 0.120 0.124 0.5768
H 0.643 -1.817 -1.494 -0.052 -0.023 -0.089 0.2944
H -1.394 -2.466 -2.742 -0.018 0.023 0.017 0.4178
H -3.533 -1.326 -2.280 -0.054 0.123 0.093 0.5025
```
Positions in Å, forces in eV/Å.